Entry 1:
A structure of composition C4H12N2 at a distorted geometry. Source: OMol25; level of theory: ωB97M-V/def2-TZVPD.

Geometry as XYZ:
```
18
Properties=species:S:1:pos:R:3:forces:R:3
C -1.21842 0.94264 1.23829 0.297 -0.704 2.113
C -0.83147 0.29662 -0.06513 0.241 1.416 -0.033
C -1.95448 -0.33139 -0.86694 0.696 -2.021 0.505
N 0.29331 -0.69158 0.06764 0.649 1.489 -2.983
C 1.68842 -0.44883 0.40100 3.233 -1.148 2.350
N 2.74122 -0.40583 -0.76843 -0.687 0.081 1.328
H -2.25573 1.28214 1.38096 0.461 0.417 -0.601
H -1.11098 0.21039 2.06487 -0.120 -0.111 -0.472
H -0.44636 1.67569 1.53617 -0.724 0.205 -0.288
H -0.46997 1.12266 -0.69806 -0.233 0.132 -0.040
H -2.77426 0.31250 -1.13609 -0.063 0.441 -0.060
H -1.52144 -0.85862 -1.72843 -0.132 0.603 -0.112
H -2.33674 -1.18659 -0.29487 -0.284 0.234 0.174
H 0.93418 0.11402 -0.46657 -3.081 -1.645 -1.929
H 1.81407 0.36688 1.11681 0.462 0.571 -0.375
H 2.11129 -1.29986 0.93825 -0.275 -0.242 0.114
H 2.55149 0.22959 -1.53504 -0.246 0.281 0.148
H 2.78585 -1.33043 -1.18444 -0.192 0.000 0.161
```
Positions in Å, forces in eV/Å.

E_LUMO   0.9 eV
Strongest force on any atom   4.2 eV/A
Kohn-Sham gap   9.78 eV
Charge   0
HOMO level   -8.88 eV

Entry 2:
An isolated molecule of C4H12N2 at a distorted geometry. Source: OMol25; level of theory: ωB97M-V/def2-TZVPD.

Geometry as XYZ:
```
18
Properties=species:S:1:pos:R:3:forces:R:3
C 1.84636 0.50769 -0.40281 0.465 -0.278 -0.556
C 0.65341 -0.42853 -0.28252 0.167 0.036 -0.276
C -0.67468 0.33833 -0.36363 -0.453 -0.034 -0.017
C -1.78902 -0.71788 -0.41785 -0.452 0.815 0.872
H 2.80557 -0.03158 -0.43736 -0.305 -0.038 0.218
H 1.80314 1.03562 -1.35538 -0.072 0.306 -0.013
H 1.89388 1.21414 0.42203 -0.077 0.117 0.075
H 0.64897 -1.14984 -1.12086 0.171 0.351 0.150
H 1.58603 -1.58553 1.11041 -0.137 -0.019 -0.054
H 0.44261 -0.59438 1.73260 0.038 -0.159 -0.367
H -0.69780 1.02491 -1.24179 0.124 -0.781 0.143
H -1.59145 -1.44029 -1.18916 -0.009 -0.274 -0.387
H -2.79796 -0.28762 -0.55266 0.448 -0.053 -0.107
H -1.78398 -1.23977 0.55080 -0.027 0.048 -0.377
H -1.80248 1.33643 1.06194 0.532 -0.100 -0.159
H -0.38507 2.06645 0.69410 -0.023 0.037 0.121
N 0.65661 -1.21129 0.94253 0.192 -0.058 0.621
N -0.81412 1.16316 0.84962 -0.583 0.085 0.112
```
Positions in Å, forces in eV/Å.

E_LUMO   1.1 eV
Strongest force on any atom   1.3 eV/A
Kohn-Sham gap   10.05 eV
Charge   0
Structure (SMILES)   C[C@@H](N)[C@@H](C)N
HOMO level   -8.95 eV

The calculation returns the following electronic energy values, one per record and in order: -268.94330; -269.11266 a.u..